{
  "formula": "C64H162N10O24",
  "method": "wB97M-V/def2-TZVPD",
  "e_tot_ev": -133015.222,
  "homo_energy_ev": -8.5,
  "smiles": "COCCNCCOC.COCCNCCOC.COCCNCCOC.COCCNCCOC.COCCNCCOC.COCCNCCOC.COCCNCCOC.COCCNCCOC.COCCNCCOC.COCCNCCOC.OCCO.OCCO",
  "total_charge": 0,
  "orbital_gap_ev": 8.666,
  "symbols": ["C", "C", "O", "O", "H", "H", "H", "H", "H", "H", "C", "C", "O", "O", "H", "H", "H", "H", "H", "H", "C", "O", "C", "C", "N", "C", "C", "O", "C", "H", "H", "H", "H", "H", "H", "H", "H", "H", "H", "H", "H", "H", "H", "H", "C", "O", "C", "C", "N", "C", "C", "O", "C", "H", "H", "H", "H", "H", "H", "H", "H", "H", "H", "H", "H", "H", "H", "H", "C", "O", "C", "C", "N", "C", "C", "O", "C", "H", "H", "H", "H", "H", "H", "H", "H", "H", "H", "H", "H", "H", "H", "H", "C", "O", "C", "C", "N", "C", "C", "O", "C", "H", "H", "H", "H", "H", "H", "H", "H", "H", "H", "H", "H", "H", "H", "H", "C", "O", "C", "C", "N", "C", "C", "O", "C", "H", "H", "H", "H", "H", "H", "H", "H", "H", "H", "H", "H", "H", "H", "H", "C", "O", "C", "C", "N", "C", "C", "O", "C", "H", "H", "H", "H", "H", "H", "H", "H", "H", "H", "H", "H", "H", "H", "H", "C", "O", "C", "C", "N", "C", "C", "O", "C", "H", "H", "H", "H", "H", "H", "H", "H", "H", "H", "H", "H", "H", "H", "H", "C", "O", "C", "C", "N", "C", "C", "O", "C", "H", "H", "H", "H", "H", "H", "H", "H", "H", "H", "H", "H", "H", "H", "H", "C", "O", "C", "C", "N", "C", "C", "O", "C", "H", "H", "H", "H", "H", "H", "H", "H", "H", "H", "H", "H", "H", "H", "H", "C", "O", "C", "C", "N", "C", "C", "O", "C", "H", "H", "H", "H", "H", "H", "H", "H", "H", "H", "H", "H", "H", "H", "H"],
  "positions_angstrom": [[-1.1036, 4.4291, 17.5578], [-1.4262, 4.5752, 16.0656], [-1.0319, 5.8301, 15.4486], [0.2360, 4.3338, 17.8820], [-1.5008, 3.5449, 18.0563], [-1.5260, 5.2731, 18.1031], [-2.5121, 4.5522, 15.9742], [-1.0514, 3.7724, 15.4307], [-0.0952, 5.8380, 15.2387], [0.4860, 5.2149, 18.1697], [2.6937, -7.4142, 1.4648], [2.8682, -8.9435, 1.3866], [2.0314, -9.5077, 0.4016], [1.4865, -7.0278, 2.1639], [2.6331, -6.9806, 0.4666], [3.5607, -6.9153, 1.8979], [2.5315, -9.2754, 2.3687], [3.8784, -9.3201, 1.2262], [1.1171, -9.2814, 0.5872], [1.6840, -6.1551, 2.5118], [0.0827, 3.5811, -11.3938], [1.4560, 3.7704, -11.4655], [1.9611, 4.5101, -12.5305], [3.4949, 4.3151, -12.6445], [4.0706, 3.5761, -13.7620], [3.8028, 2.1149, -13.5356], [4.4760, 1.3504, -14.6783], [4.0125, 1.7406, -16.0096], [4.7274, 1.1195, -17.0347], [-0.2455, 2.9076, -10.6021], [-0.2236, 3.0708, -12.3070], [-0.4332, 4.5267, -11.2273], [1.8113, 5.5830, -12.4093], [1.4381, 4.2646, -13.4548], [4.0148, 4.0036, -11.7386], [3.8191, 5.3525, -12.7273], [3.5916, 3.8805, -14.5975], [2.7474, 1.9971, -13.7813], [4.1751, 1.6676, -12.6139], [4.2648, 0.3039, -14.4588], [5.5324, 1.6023, -14.5845], [5.8049, 1.2818, -17.0621], [4.3496, 1.5683, -17.9533], [4.5258, 0.0495, -17.0858], [3.5812, 7.6335, 10.3906], [2.5612, 6.6591, 10.2006], [2.8799, 5.5307, 9.4145], [3.3795, 5.9439, 7.9503], [2.4229, 6.8135, 7.2269], [1.5045, 5.8351, 6.5136], [0.6978, 6.6654, 5.5421], [-0.2078, 7.4569, 6.2358], [-1.2190, 7.9915, 5.2858], [3.8592, 8.1850, 9.4924], [4.5145, 7.1069, 10.5899], [3.2683, 8.3280, 11.1702], [1.9381, 4.9833, 9.3765], [3.5422, 4.8166, 9.9038], [3.6652, 5.0155, 7.4558], [4.3235, 6.4586, 8.1292], [1.8545, 7.1920, 7.9711], [0.8073, 5.2158, 7.0779], [2.1681, 5.2004, 5.9262], [0.1833, 6.0446, 4.8086], [1.4267, 7.2827, 5.0170], [-2.0134, 7.2609, 5.1333], [-0.7898, 8.2078, 4.3075], [-1.7233, 8.8866, 5.6500], [2.8650, -7.2666, -6.6697], [3.4751, -6.0039, -6.9992], [3.0559, -5.5318, -8.2445], [4.0503, -4.6530, -8.8918], [4.4261, -3.4552, -8.0725], [3.3439, -2.5687, -7.7551], [3.8458, -1.3048, -7.0463], [4.4166, -1.6237, -5.7779], [5.2971, -0.6626, -5.2757], [3.2122, -8.0513, -7.3418], [1.7753, -7.2502, -6.6519], [3.1621, -7.5623, -5.6635], [2.1109, -5.0070, -8.1041], [2.9910, -6.2857, -9.0291], [3.6523, -4.3274, -9.8529], [5.0062, -5.1437, -9.0750], [4.6752, -3.8559, -7.1795], [2.6585, -3.0723, -7.0734], [2.8174, -2.2969, -8.6700], [3.0160, -0.6246, -6.8546], [4.5721, -0.7590, -7.6486], [5.9733, -1.0402, -4.5086], [4.7388, 0.1255, -4.7705], [5.8873, -0.1290, -6.0207], [-9.9109, 7.5187, -1.2939], [-9.7442, 7.2281, 0.0895], [-9.8870, 5.8164, 0.4462], [-10.9542, 5.6387, 1.4943], [-12.2802, 5.9404, 0.9312], [-13.4288, 5.7993, 1.8543], [-14.7382, 6.3898, 1.3442], [-14.7727, 7.7757, 1.4010], [-15.9484, 8.4780, 1.0732], [-9.6150, 8.5495, -1.4889], [-10.9769, 7.3864, -1.4788], [-9.3610, 6.8292, -1.9345], [-8.8973, 5.4336, 0.6953], [-10.2198, 5.2666, -0.4342], [-10.8088, 6.1388, 2.4519], [-11.0782, 4.5987, 1.7960], [-12.2929, 6.8895, 0.5860], [-13.1698, 6.1320, 2.8595], [-13.6699, 4.7531, 2.0424], [-15.5015, 6.0074, 2.0219], [-14.9466, 5.9457, 0.3708], [-15.6751, 9.5288, 0.9768], [-16.6758, 8.5400, 1.8826], [-16.3908, 8.0865, 0.1572], [2.9800, -3.8297, 13.6403], [2.9165, -4.9768, 12.8374], [2.2366, -6.1227, 13.3547], [1.8347, -7.0011, 12.2062], [3.1279, -7.6034, 11.6891], [2.9897, -8.3391, 10.4682], [4.3532, -8.5774, 9.6927], [4.8636, -7.4015, 9.1918], [5.9879, -7.5767, 8.3952], [3.0348, -4.2704, 14.6357], [2.0927, -3.2053, 13.5355], [3.7846, -3.1495, 13.3610], [1.3393, -5.7759, 13.8673], [2.7850, -6.7134, 14.0885], [1.3375, -6.3831, 11.4586], [1.0984, -7.7399, 12.5224], [3.6931, -6.8191, 11.3967], [2.2330, -7.8686, 9.8404], [2.5424, -9.2970, 10.7338], [4.1861, -9.2290, 8.8351], [5.0225, -9.1684, 10.3179], [5.7832, -8.2255, 7.5436], [6.8639, -8.0052, 8.8821], [6.3421, -6.6222, 8.0058], [9.4158, -5.7559, -0.1341], [9.2232, -6.8491, -0.9729], [8.8329, -6.5424, -2.2948], [8.4082, -7.8008, -2.9481], [9.3327, -8.9131, -2.9352], [8.7556, -10.2478, -3.2349], [9.8119, -11.3352, -2.9949], [10.3886, -11.4459, -1.6657], [9.4386, -11.6774, -0.6116], [10.2678, -5.2227, -0.5559], [9.5757, -6.0804, 0.8942], [8.5033, -5.1613, -0.0917], [9.7255, -6.1630, -2.7923], [7.9931, -5.8520, -2.3721], [8.1883, -7.5344, -3.9819], [7.4522, -8.1117, -2.5268], [9.7800, -8.9133, -2.0297], [8.3794, -10.2655, -4.2578], [7.9323, -10.6016, -2.6144], [10.6817, -11.2884, -3.6502], [9.4526, -12.3382, -3.2252], [8.8420, -10.7854, -0.4206], [10.0113, -11.8212, 0.3046], [8.8696, -12.5848, -0.8140], [-8.4189, 0.3357, 5.8740], [-9.4875, -0.5150, 6.3290], [-9.3849, -1.8813, 5.8412], [-10.5320, -2.6390, 6.5536], [-11.8994, -2.1845, 6.3240], [-12.9473, -2.7342, 7.1673], [-14.3215, -2.2815, 6.6304], [-14.3791, -0.8615, 6.3943], [-15.6519, -0.3795, 6.0462], [-8.2380, 0.2284, 4.8045], [-7.4846, 0.1268, 6.3952], [-8.6737, 1.3567, 6.1582], [-8.4056, -2.2616, 6.1321], [-9.5421, -1.8136, 4.7647], [-10.3990, -2.5927, 7.6344], [-10.4687, -3.6621, 6.1829], [-11.9611, -1.1881, 6.4776], [-12.7825, -2.3746, 8.1831], [-12.8643, -3.8145, 7.0489], [-15.0703, -2.6996, 7.3031], [-14.4622, -2.6878, 5.6288], [-15.9445, -0.7095, 5.0494], [-15.6875, 0.7099, 6.0344], [-16.4009, -0.6411, 6.7936], [-1.0884, 0.7538, 1.1764], [0.0521, 0.6129, 2.0581], [0.8654, -0.4938, 1.8426], [1.8513, -0.7722, 2.9591], [1.1158, -1.1121, 4.2025], [1.9816, -1.3950, 5.3006], [1.0300, -1.5525, 6.4820], [0.2488, -0.4134, 6.7926], [-0.7640, -0.6333, 7.7554], [-1.8354, -0.0165, 1.3677], [-0.9075, 0.7506, 0.1016], [-1.5878, 1.6978, 1.3945], [1.4159, -0.4150, 0.9051], [0.1898, -1.3491, 1.8337], [2.4094, 0.1239, 3.2306], [2.5623, -1.5487, 2.6766], [0.5007, -0.3519, 4.4553], [2.6071, -0.5141, 5.4449], [2.4983, -2.3444, 5.1603], [1.5708, -1.7039, 7.4161], [0.3902, -2.4310, 6.3987], [-1.2201, 0.3050, 8.0712], [-0.3166, -1.0347, 8.6647], [-1.5133, -1.3685, 7.4622], [9.2684, 9.6636, -6.2413], [8.0790, 10.2151, -5.5503], [7.7664, 11.5241, -6.0445], [7.0719, 11.5204, -7.4084], [5.8197, 10.7821, -7.3638], [4.6462, 11.3747, -6.6128], [3.5359, 10.3819, -6.1990], [4.0487, 9.4783, -5.1960], [3.2245, 8.3127, -4.9871], [9.7009, 8.8597, -5.6456], [9.9955, 10.4692, -6.3433], [9.0897, 9.2423, -7.2306], [8.6695, 12.1341, -6.0620], [7.1391, 11.9881, -5.2834], [7.7367, 10.9926, -8.0921], [7.0105, 12.5426, -7.7820], [6.0667, 9.8694, -7.0087], [4.1826, 12.1337, -7.2430], [4.9168, 11.7823, -5.6387], [3.2621, 9.8075, -7.0840], [2.6613, 10.9688, -5.9183], [3.6789, 7.5592, -4.3438], [3.0195, 7.6762, -5.8479], [2.2232, 8.5837, -4.6525], [-2.4402, -4.4691, -5.7960], [-3.2639, -3.5166, -6.4588], [-4.5569, -3.9921, -6.5274], [-5.4458, -3.0209, -7.3574], [-4.9907, -2.8096, -8.7146], [-5.0007, -3.9744, -9.6017], [-4.3301, -3.5513, -10.9272], [-2.9176, -3.5063, -10.6336], [-2.1915, -3.0137, -11.7454], [-1.4022, -4.2314, -6.0289], [-2.6261, -5.4993, -6.0996], [-2.5660, -4.4107, -4.7148], [-4.9501, -3.9370, -5.5123], [-4.6442, -4.9904, -6.9563], [-5.5937, -2.0684, -6.8485], [-6.4593, -3.4187, -7.4087], [-3.9844, -2.7467, -8.6551], [-6.0037, -4.3486, -9.8069], [-4.4266, -4.8332, -9.2540], [-4.8376, -2.6348, -11.2281], [-4.4860, -4.3123, -11.6919], [-2.3262, -3.6308, -12.6337], [-1.1561, -3.1347, -11.4268], [-2.4735, -1.9660, -11.8506]],
  "forces_ev_per_angstrom": [[-0.93, 0.01, 0.07], [-0.04, 0.43, -0.37], [-0.41, -0.40, 0.85], [1.81, 0.65, -0.02], [-0.86, -0.25, -0.77], [-0.35, 0.23, -0.19], [-0.06, 0.05, -0.01], [0.22, -0.30, 0.35], [0.09, -0.29, 0.13], [0.54, -0.12, -0.05], [0.36, 0.33, -0.63], [-1.24, 0.89, 0.83], [0.17, -0.28, -0.52], [0.77, -0.60, -0.13], [-0.02, -0.29, -0.36], [0.15, -0.28, 0.46], [0.21, -0.34, 0.29], [-0.02, 0.45, -0.20], [-0.05, 0.09, 0.14], [-0.32, 0.05, 0.12], [-0.56, -0.04, -0.60], [0.78, -0.73, 1.34], [0.51, -0.31, 0.00], [0.36, 1.56, -0.34], [-0.14, -0.97, 1.82], [-0.31, 1.13, -3.62], [0.04, 0.55, -0.11], [0.26, -0.04, 2.16], [-0.40, 0.03, -0.95], [0.73, 0.04, 0.34], [-0.53, 0.30, -0.36], [-0.28, 0.14, -0.30], [-0.36, 0.21, 0.39], [0.05, -0.34, -0.41], [-0.67, -0.35, 0.27], [0.46, 0.12, -0.32], [0.08, -0.35, -0.34], [-0.49, -0.60, 1.10], [-0.32, 0.61, 0.17], [0.28, -0.37, -0.52], [0.31, -0.40, -0.30], [0.19, 0.13, 0.57], [-0.06, -0.10, -0.10], [0.05, -0.23, 0.12], [0.45, -0.86, -0.54], [-0.13, 0.59, 0.16], [-0.36, 0.39, -1.46], [0.20, -0.01, 2.41], [-0.35, -3.01, 0.31], [0.40, 1.60, -0.95], [0.66, -0.52, -0.36], [-2.14, 1.46, -0.97], [0.54, -0.62, 0.85], [-0.62, 0.29, -0.32], [0.20, 0.06, 0.82], [0.11, -0.29, -0.01], [-0.17, 0.06, -0.35], [0.71, 0.31, 0.14], [-0.34, 0.12, -0.44], [0.08, 0.26, -0.22], [-0.18, 0.65, 0.13], [0.28, 0.02, 0.65], [-0.15, -0.16, -0.01], [-0.12, -0.31, -0.09], [0.00, 0.24, -0.32], [0.10, -0.34, 0.05], [0.31, 0.07, 0.10], [0.52, 0.01, 0.43], [0.52, 0.31, 0.31], [-0.09, -1.24, 0.50], [-0.39, -0.27, -0.62], [1.20, 2.33, 0.85], [0.44, -0.91, -0.56], [-0.03, 0.50, 0.52], [-0.16, 0.07, 0.30], [0.41, -0.90, -0.50], [-0.23, 1.07, 0.52], [-0.06, 0.02, -0.24], [-0.15, 0.32, -0.32], [0.25, 0.31, -0.01], [-0.34, -0.09, -0.32], [-0.75, -0.88, 0.38], [-0.02, 0.10, -0.08], [-0.16, -0.38, -0.06], [0.63, 0.01, 0.19], [-0.58, 0.18, 0.09], [-0.12, 0.19, 0.01], [-0.33, 0.11, -0.18], [0.19, -0.17, -0.22], [-0.09, -0.60, -0.24], [-0.29, 0.27, 0.13], [0.14, -0.36, -0.42], [-0.68, -0.53, 0.69], [0.38, -0.66, 0.47], [-0.03, 1.05, -0.81], [-1.51, -0.58, 0.39], [-0.64, 0.33, -0.13], [0.69, -0.12, -0.15], [-0.25, -0.78, 0.88], [0.98, 1.04, -0.09], [0.24, 0.12, 0.11], [0.04, -0.12, 0.16], [-0.12, 0.18, -0.62], [0.22, 0.02, -0.05], [-0.06, 0.02, 0.43], [-0.07, -0.06, -0.13], [0.49, 0.61, -0.03], [0.66, -0.41, -0.18], [0.09, 0.24, 0.01], [-0.13, 0.69, 0.22], [0.22, -0.40, -0.44], [-0.31, -0.26, 0.14], [-0.03, 0.34, -0.48], [0.27, -0.09, -0.52], [-0.24, -0.77, 0.21], [-0.19, 0.13, -0.06], [-0.67, -0.71, 0.60], [0.53, -0.76, -1.41], [-0.93, 1.02, 0.29], [1.69, -0.27, -0.58], [-0.62, 0.85, 0.44], [0.22, -1.01, -0.82], [-2.10, -1.05, 0.53], [0.36, 1.36, 0.57], [0.80, 0.06, -0.71], [0.36, 1.11, 0.61], [-0.50, -0.16, 0.15], [0.46, -0.63, 0.09], [-0.32, 0.09, 0.11], [0.62, 0.21, -0.01], [-0.01, 0.11, -0.31], [0.36, -0.37, 0.09], [0.21, 0.56, 0.56], [0.14, 0.21, -0.71], [0.25, -0.45, -0.25], [-0.56, -0.36, -0.16], [0.45, 0.41, 0.45], [-0.24, -0.15, -0.23], [-0.09, -0.23, 0.61], [-0.41, 0.16, 0.08], [-0.12, 0.18, -0.27], [-0.83, -1.16, 0.37], [1.21, -0.30, 0.46], [-1.14, -1.04, -1.05], [0.11, -0.46, 0.11], [1.21, 0.16, 0.76], [0.94, -0.89, 0.10], [-0.82, 0.70, -0.14], [1.03, 0.30, -0.43], [0.06, 0.69, 0.53], [0.40, -0.24, -0.20], [0.02, 0.51, -0.20], [-0.01, 0.47, -0.34], [0.06, 0.35, 0.26], [-0.08, -0.02, -0.28], [-0.39, 0.03, 0.30], [0.16, -0.33, 0.14], [0.27, -0.09, -0.13], [-0.60, 0.70, 0.38], [0.07, 0.70, 0.06], [-0.84, -0.05, -0.09], [-0.48, -0.12, -0.23], [0.17, -0.18, -0.13], [-0.38, 0.11, 0.01], [-0.56, -0.49, 0.67], [0.81, 0.06, -0.42], [-1.65, 1.81, 1.15], [-0.14, -0.20, -0.02], [0.13, 1.06, -1.33], [0.37, 0.64, -1.14], [0.69, 0.17, -0.89], [0.36, -0.20, 1.26], [-0.24, 0.08, 0.15], [-0.17, 0.15, -0.15], [0.17, -0.36, 0.09], [-0.21, -0.04, -0.33], [-0.03, -0.41, -0.20], [0.18, -0.50, -0.18], [0.83, -0.33, 0.26], [0.03, -0.30, 0.33], [0.35, 0.29, -0.37], [-0.31, -0.43, 0.52], [-0.38, -0.16, 0.57], [-0.46, 0.51, 0.12], [-0.03, -0.66, 0.02], [-0.18, -0.28, -0.07], [0.64, 0.04, -0.03], [-0.19, -0.44, -0.02], [0.12, -0.15, 0.78], [-0.80, 1.55, -0.31], [-0.12, -1.15, -0.31], [-1.13, 1.11, 1.48], [-0.07, -0.96, -2.09], [-1.88, 0.75, 0.77], [0.41, -0.44, 2.12], [-0.64, 0.89, -1.11], [0.75, -0.35, 0.51], [0.09, -0.35, 0.14], [0.73, -0.12, -0.02], [0.36, 0.07, 0.25], [-0.04, 0.01, -0.32], [0.14, -0.55, -0.42], [0.54, 0.35, -0.60], [-0.22, -0.17, 0.00], [-0.05, 0.15, -0.12], [0.86, -0.25, 0.47], [0.34, 0.22, 0.04], [0.69, -0.49, 0.05], [-0.15, -0.11, -0.57], [0.01, 0.06, -0.56], [0.22, -0.18, 0.28], [-0.16, 0.10, -0.44], [-0.86, 0.63, 0.82], [1.32, -0.46, -1.37], [0.08, 0.03, 0.39], [0.29, -0.37, 0.92], [-1.47, 0.32, 0.00], [0.73, -1.08, 0.26], [1.32, -0.70, -1.02], [-0.83, -0.46, -0.34], [-0.24, 0.15, -0.41], [-0.26, 0.18, 0.27], [0.17, -0.02, 0.01], [-0.49, 0.15, -0.09], [0.32, 0.06, -0.18], [-0.22, -0.16, 0.01], [-0.05, -0.02, -0.25], [-0.45, 0.05, 0.01], [-0.37, -0.14, 0.31], [0.11, 0.13, 0.08], [0.43, 0.58, -0.02], [-0.17, -0.25, -0.13], [-0.08, -0.11, 0.59], [0.34, 0.80, 0.62], [0.32, 0.53, -0.97], [0.05, 0.17, 0.50], [0.51, 0.56, -0.03], [1.32, -0.64, -0.41], [-2.04, 1.44, 0.02], [-0.11, -0.82, 0.18], [0.84, -0.52, -0.44], [-0.34, -0.11, -1.01], [-0.06, -1.20, 1.44], [-1.35, 0.29, -0.60], [0.37, -0.22, 1.22], [-0.04, 0.06, 0.00], [-0.21, -0.03, -0.25], [-0.14, 0.03, 0.18], [-0.44, -0.67, 0.26], [0.23, -0.25, 0.13], [0.51, 0.14, 0.00], [-0.09, -0.36, 0.09], [0.46, 1.15, 0.34], [-0.25, 0.22, 0.04], [0.13, -0.15, 0.37], [0.70, 0.51, -0.20], [-0.11, -0.10, -0.17], [-0.31, 0.18, -0.23], [0.15, 0.41, -0.29], [0.30, 0.07, -0.65]],
  "lowdin_charge": [-0.280, -0.212, -0.079, -0.058, 0.119, 0.119, 0.113, 0.115, 0.076, 0.088, -0.232, -0.242, -0.066, -0.077, 0.112, 0.111, 0.113, 0.121, 0.085, 0.075, -0.123, -0.192, -0.228, -0.214, -0.056, -0.185, -0.211, -0.190, -0.144, 0.086, 0.085, 0.088, 0.112, 0.118, 0.121, 0.101, 0.099, 0.114, 0.129, 0.117, 0.118, 0.085, 0.086, 0.084, -0.104, -0.206, -0.205, -0.204, -0.016, -0.192, -0.300, -0.177, -0.063, 0.077, 0.085, 0.091, 0.111, 0.111, 0.105, 0.091, 0.089, 0.120, 0.112, 0.117, 0.120, 0.079, 0.080, 0.080, -0.088, -0.172, -0.286, -0.195, -0.056, -0.228, -0.207, -0.184, -0.132, 0.085, 0.084, 0.084, 0.121, 0.123, 0.119, 0.120, 0.095, 0.112, 0.124, 0.118, 0.115, 0.085, 0.080, 0.083, -0.112, -0.210, -0.190, -0.215, -0.059, -0.205, -0.249, -0.184, -0.104, 0.086, 0.079, 0.082, 0.118, 0.112, 0.115, 0.117, 0.097, 0.114, 0.112, 0.118, 0.124, 0.086, 0.081, 0.088, -0.107, -0.204, -0.238, -0.182, -0.058, -0.217, -0.227, -0.173, -0.129, 0.087, 0.081, 0.087, 0.116, 0.124, 0.115, 0.119, 0.093, 0.108, 0.111, 0.111, 0.121, 0.085, 0.088, 0.089, -0.115, -0.202, -0.234, -0.247, -0.038, -0.196, -0.208, -0.208, -0.104, 0.091, 0.089, 0.084, 0.129, 0.127, 0.121, 0.117, 0.097, 0.119, 0.100, 0.117, 0.110, 0.078, 0.084, 0.087, -0.105, -0.223, -0.178, -0.206, -0.086, -0.205, -0.201, -0.197, -0.126, 0.081, 0.077, 0.084, 0.117, 0.119, 0.112, 0.113, 0.099, 0.117, 0.120, 0.116, 0.118, 0.085, 0.084, 0.083, -0.084, -0.185, -0.262, -0.186, -0.083, -0.216, -0.234, -0.199, -0.110, 0.081, 0.082, 0.083, 0.120, 0.119, 0.114, 0.120, 0.105, 0.119, 0.125, 0.115, 0.120, 0.089, 0.079, 0.087, -0.073, -0.192, -0.237, -0.216, -0.051, -0.173, -0.217, -0.183, -0.109, 0.081, 0.078, 0.075, 0.108, 0.111, 0.104, 0.117, 0.095, 0.112, 0.102, 0.114, 0.117, 0.083, 0.075, 0.081, -0.097, -0.176, -0.260, -0.194, -0.055, -0.217, -0.211, -0.207, -0.108, 0.086, 0.085, 0.086, 0.120, 0.112, 0.112, 0.113, 0.088, 0.117, 0.110, 0.121, 0.115, 0.085, 0.086, 0.091]
}